Formula: C10H30N2NiP2S
Source: the OMol25 dataset
Level of theory: wB97M-V/def2-TZVPD

Structure (XYZ):
```
46
C10H30N2NiP2S, DFT wB97M-V/def2-TZVPD
Ni -0.364 0.034 -1.314
S -1.538 -0.019 0.531
P 0.088 2.219 -1.594
P -0.008 -2.163 -1.588
N 0.460 -0.477 2.342
N -1.570 0.198 3.156
C 0.307 0.361 4.637
C -1.158 -0.040 4.517
C -0.421 2.741 -3.272
C -1.279 -3.117 -0.688
C -0.790 -0.104 2.096
C -1.027 3.206 -0.530
C 1.682 3.099 -1.408
C -0.351 -2.613 -3.319
C 1.134 -0.391 3.642
C 1.508 -3.099 -1.239
H 1.655 -0.254 -0.129
H 1.380 -4.151 -1.519
H -0.374 -3.701 -3.437
H 0.419 1.431 4.458
H -2.049 2.844 -0.656
H 2.035 3.029 -0.373
H 1.569 4.160 -1.677
H -1.276 -1.108 4.786
H -1.223 -4.165 -0.978
H 0.666 0.119 5.637
H 0.391 0.069 -2.862
H 1.527 0.442 -0.041
H -0.749 3.075 0.518
H -0.358 3.827 -3.378
H -1.771 0.565 5.199
H 0.237 2.258 -4.001
H -0.464 0.072 -3.031
H -0.971 4.264 -0.804
H -1.318 -2.191 -3.610
H 2.347 -2.686 -1.808
H 1.329 -1.422 3.981
H 0.425 -2.188 -3.962
H -1.127 -3.020 0.385
H 2.104 0.086 3.468
H 2.435 2.649 -2.066
H -1.447 2.407 -3.443
H -2.575 0.272 2.960
H 1.019 -0.753 1.514
H -2.263 -2.719 -0.927
H 1.754 -3.050 -0.175
```

The calculation puts the lowest unoccupied orbital energy (spin up / spin down) at 0.0164 / 0.0160 hartree. Its total energy is -84289.58910 eV. As for the multiplicity: 3. The value obtained for the gap between HOMO and LUMO (spin up / spin down) is 3.488 / 7.360 eV. As for the expectation value of S²: 2.01. The HOMO energy (spin up / spin down) comes out at -0.112 / -0.254 Ha.

Formula: C4H9N
Source: the OMol25 dataset
Level of theory: wB97M-V/def2-TZVPD

Structure (XYZ):
```
14
C4H9N, DFT wB97M-V/def2-TZVPD
N -0.942 0.395 1.774
C 0.605 -0.357 -1.590
C 0.240 0.472 -0.379
C -1.077 0.179 0.309
C 1.359 -0.585 -0.338
H 0.590 1.530 -0.382
H -0.013 -1.108 -2.096
H -1.804 0.404 2.313
H 1.121 0.252 -2.363
H -0.280 -0.295 2.121
H 2.392 -0.262 -0.196
H 1.140 -1.491 0.213
H -1.873 0.841 -0.110
H -1.447 -0.884 0.067
```

The calculation puts the energy relative to the best compared isomer or geometry (same formula, charge and spin) at 21.67 kcal/mol. The calculation puts the lowest unoccupied orbital energy at 0.0462 hartree. Its total energy is -5782.87247 eV. The value obtained for the gap between HOMO and LUMO is 10.339 eV. The HOMO energy comes out at -0.334 Ha.